Entry from the OMol25 dataset: one molecule with the formula C6H8FNO2S in a non-equilibrium geometry (ωB97M-V with the def2-TZVPD basis set).

Geometry as XYZ:
```
19
Properties=species:S:1:pos:R:3:forces:R:3
C 0.646200 -1.657205 -0.577556 0.893 1.382 0.721
C 1.567364 -1.600545 0.414092 -1.531 1.802 -2.068
C 0.144781 -0.456326 -1.345916 0.641 0.474 1.785
C 2.054595 -0.236932 0.804201 1.749 1.988 -2.371
C 1.804478 0.780989 -0.338926 -1.037 -0.881 -0.195
C -3.019125 1.019644 0.376532 3.408 -3.037 1.421
N 0.982140 0.692310 -1.292795 0.759 0.603 0.323
O -0.661370 0.740419 1.426422 -0.095 0.992 -1.427
O -1.194942 -0.112758 -0.902458 -0.102 0.966 0.986
F 2.392016 1.970798 -0.217427 0.537 -0.331 0.357
S -1.189677 1.213285 0.095119 -1.432 -1.796 2.263
H 0.063273 -2.424834 -0.972350 -0.200 -2.267 0.212
H 1.930891 -2.391013 0.985010 0.254 -1.507 0.646
H -0.146988 -0.616909 -2.327407 0.573 -1.092 -2.194
H 1.413016 0.236299 1.498453 -0.728 0.087 1.546
H 3.123065 -0.030038 1.091111 -0.951 -0.942 -0.009
H -3.375505 1.933442 0.508537 -1.743 3.991 1.005
H -3.409736 0.611613 -0.471870 -1.163 -1.187 -2.310
H -3.124471 0.327753 1.247226 0.169 0.759 -0.694
```
Positions in Å, forces in eV/Å.

## Properties
LUMO energy in eV: 0.8
HOMO-LUMO gap in Ha: 0.3748
Molecular weight in u: 177.20

Mulliken population analysis, charges in e, atoms 1 to 4: number 1, C, carries -0.55; number 2, C, carries -0.47; number 3, C, carries 0.22; number 4, C, carries -0.51


Entry from the OMol25 dataset: a 2-piece molecular cluster, C2H5ClFN2O2 overall in a non-equilibrium geometry (ωB97M-V with the def2-TZVPD basis set).

Geometry as XYZ:
```
13
Properties=species:S:1:pos:R:3:forces:R:3
C -0.247905 0.431790 -0.447398 1.174 0.946 -0.197
H 0.472123 -0.093579 1.508249 0.156 0.056 -0.418
Cl 1.206783 2.036910 -0.462788 -0.771 -0.856 0.340
C 0.360949 -0.560412 0.516238 -0.821 -0.162 -0.030
H -0.196429 0.352976 -1.534829 -0.511 -0.285 0.815
H -0.418920 -1.329263 0.647815 0.251 0.204 -0.323
N -1.410219 1.212155 0.114964 -0.120 0.052 -0.859
O -1.720811 1.028834 1.273514 0.216 -0.266 0.151
O -1.955569 2.001721 -0.621612 0.130 -0.185 -0.034
N 1.562854 -1.145874 -0.047690 0.350 0.008 0.191
H 1.638586 -2.127333 0.187701 -0.042 0.158 -0.021
H 2.399412 -0.661769 0.270861 -0.293 -0.089 -0.143
F -1.690857 -1.146156 -1.405024 0.280 0.420 0.529
```
Positions in Å, forces in eV/Å.

## Properties
Total charge: -1
LUMO energy in eV: 3.1
HOMO-LUMO gap in Ha: 0.3003
Molecular weight in u: 143.52

Mulliken population analysis, charges in e, atoms 1 to 4: number 1, C, carries -0.56; number 2, H, carries 0.26; number 3, Cl, carries -0.39; number 4, C, carries -0.24


Entry from the OMol25 dataset: C4H7ClO2 as an isolated structure in a non-equilibrium geometry (ωB97M-V with the def2-TZVPD basis set).

Geometry as XYZ:
```
14
Properties=species:S:1:pos:R:3:forces:R:3
C 0.893260 -0.665506 0.027721 1.293 1.574 0.386
C 0.697081 0.899508 -0.047082 -0.656 -1.076 -1.458
C -0.508075 -0.069555 0.061608 1.024 -0.871 2.694
C -1.492224 -0.377600 -0.967677 -4.221 -1.567 -0.022
H 1.748503 -0.371683 1.881391 0.100 0.788 -0.652
H 1.336586 -1.145936 -0.961332 -1.065 0.557 2.646
H 0.636336 1.297588 -1.155284 0.801 -0.130 2.487
H 0.527890 2.097637 1.968454 3.246 -2.107 -4.539
H -1.113514 -0.308472 1.041155 2.254 1.104 -1.338
H -2.314658 -1.035325 -0.085122 1.888 1.311 -4.177
H -2.063112 0.470013 -1.427565 0.583 -0.800 0.631
O 1.362566 -1.067592 1.347310 -0.728 -1.202 -2.136
O 1.357136 1.623634 0.992200 -4.296 1.362 2.856
Cl -1.067774 -1.346711 -2.675776 -0.223 1.057 2.622
```
Positions in Å, forces in eV/Å.

## Properties
LUMO energy in eV: -0.4
HOMO-LUMO gap in Ha: 0.3466
Molecular weight in u: 122.55

Mulliken population analysis, charges in e, atoms 1 to 4: number 1, C, carries 0.04; number 2, C, carries 0.04; number 3, C, carries -0.06; number 4, C, carries -0.61


Entry from the OMol25 dataset: C6H12O as an isolated structure in a non-equilibrium geometry (ωB97M-V with the def2-TZVPD basis set).

Geometry as XYZ:
```
19
Properties=species:S:1:pos:R:3:forces:R:3
C 1.761714 -0.331537 -1.116992 0.137 -0.207 -0.090
C 1.014746 0.419165 -0.055063 0.327 -0.598 -0.189
O 0.629997 1.700107 -0.552131 -0.413 -0.456 -1.085
C -0.622677 1.590160 0.225715 0.428 -0.099 -1.174
C -0.430715 0.050130 0.337748 0.052 0.207 0.014
C -0.609674 -0.669457 1.663705 0.027 0.119 0.057
C -1.199411 -0.676288 -0.780651 0.041 0.115 0.046
H 2.714687 0.171588 -1.307990 -0.078 -0.120 0.002
H 1.958437 -1.356480 -0.797425 0.091 -0.038 -0.059
H 1.189649 -0.342271 -2.049063 0.095 -0.052 0.141
H 1.621704 0.476833 0.871819 -0.078 0.271 -0.270
H -1.564445 1.877245 -0.288335 0.751 0.307 0.230
H -0.200792 2.275844 0.926892 -1.586 0.118 2.131
H -0.109127 -0.128302 2.472067 -0.052 -0.082 -0.040
H -0.178324 -1.678471 1.607665 -0.081 0.186 0.004
H -1.668610 -0.776992 1.924150 0.135 0.036 -0.034
H -0.822941 -1.699930 -0.917137 -0.026 0.240 0.085
H -1.115121 -0.159555 -1.743580 0.032 -0.027 0.193
H -2.267396 -0.753821 -0.537489 0.199 0.079 0.036
```
Positions in Å, forces in eV/Å.

## Properties
LUMO energy in eV: 0.9
HOMO-LUMO gap in Ha: 0.3803
Molecular weight in u: 100.16

Mulliken population analysis, charges in e, atoms 1 to 4: number 1, C, carries -1.49; number 2, C, carries 0.14; number 3, O, carries -0.49; number 4, C, carries -0.72


Entry from the OMol25 dataset: a 2-piece molecular cluster, C44H35BF12N2O2S overall in a non-equilibrium geometry (ωB97M-V with the def2-TZVPD basis set).

Geometry as XYZ:
```
97
Properties=species:S:1:pos:R:3:forces:R:3
F -4.455005 -1.021615 5.440737 0.144 0.151 -1.055
C -4.432858 -0.934745 4.082046 -1.325 -1.175 -0.319
F -4.225784 -2.201858 3.583913 -0.217 1.041 0.696
F -5.690749 -0.565359 3.668740 1.064 -0.443 0.679
C -3.401425 0.012911 3.544044 0.054 0.294 -0.814
N -3.467963 0.040498 2.071644 0.047 -0.048 1.289
C -4.502122 0.777470 1.478641 -0.811 0.270 -0.297
C -5.006870 1.938862 2.086549 0.087 -0.115 -0.493
C -6.084088 2.604426 1.503726 0.062 -0.203 -0.121
C -6.674726 2.117816 0.333828 -0.077 0.093 0.001
C -6.185261 0.954843 -0.264864 0.365 0.116 0.277
C -5.101254 0.290911 0.302691 -0.079 0.193 0.306
C -2.436069 -0.528378 1.333093 0.889 -0.338 -0.415
C -2.134125 -0.102842 0.018597 -0.062 -0.064 0.360
C -0.924920 -0.456935 -0.557299 0.341 -0.127 0.492
C 0.030417 -1.193747 0.160712 -0.465 -0.444 -0.180
C 1.439719 -1.330148 -0.318537 2.081 0.703 2.455
B 2.563250 -1.200856 1.027278 -2.212 -1.440 -2.750
O 2.306622 -0.581350 2.205528 0.775 -0.138 0.420
C 3.462520 -0.871795 3.041065 -0.321 0.108 0.253
C 4.465941 -1.591580 2.129996 0.616 0.147 -0.439
O 3.767626 -1.836543 0.882448 0.105 0.258 1.091
C 2.048700 -0.047571 -0.856005 -0.016 0.326 -0.566
C 3.257618 -0.040452 -1.591978 -1.110 -0.089 0.158
C 3.999592 1.116404 -1.699815 0.019 0.723 0.361
C 3.628736 2.256244 -0.930453 -0.792 -0.885 -0.295
N 4.548047 3.172418 -0.475155 1.025 0.697 -0.956
C 5.962312 2.990766 -0.816077 -0.723 0.345 -0.048
C 6.594747 2.134053 0.233258 -0.122 -1.114 1.734
F 7.917094 1.887412 0.051613 -0.966 0.297 -0.010
F 6.441151 2.714851 1.473575 0.457 -0.552 -1.067
F 5.953955 0.917734 0.317464 0.888 0.916 0.020
C 4.234596 4.231535 0.403448 0.135 0.691 0.779
C 3.420187 4.053637 1.542976 0.262 0.146 -0.051
C 3.306033 5.077058 2.486671 0.173 0.010 -0.397
C 4.006330 6.274185 2.319898 0.059 0.029 -0.113
C 4.786044 6.468062 1.175080 -0.166 -0.110 0.068
C 4.882320 5.467358 0.213276 -0.400 -0.336 0.174
C 2.287103 2.350733 -0.518078 0.455 -0.050 -0.198
C 1.538863 1.199146 -0.432335 0.008 -0.558 -0.259
C -0.367416 -1.807291 1.354144 -0.180 0.491 -0.463
C -1.588164 -1.488864 1.928572 -0.310 0.122 -0.140
H -3.618860 1.006458 3.948135 0.224 -0.299 0.096
H -2.418680 -0.327285 3.877806 -0.164 0.265 -0.065
H -4.545683 2.329706 2.996143 -0.292 -0.039 -0.372
H -6.457127 3.510600 1.977966 0.014 -0.185 -0.155
H -7.521767 2.641950 -0.114384 0.272 -0.147 0.187
H -6.637518 0.553222 -1.170452 0.027 0.136 0.214
H -4.712837 -0.633820 -0.123282 -0.202 0.488 0.155
H -2.808843 0.551238 -0.526606 0.160 -0.082 0.162
H -0.663725 -0.075817 -1.549031 -0.110 -0.050 0.360
H 1.662861 -2.253641 -0.866291 0.040 0.445 -0.084
H 3.855554 0.068772 3.440057 -0.080 -0.173 -0.073
H 3.140052 -1.511420 3.875588 0.001 0.238 -0.225
H 5.342651 -0.964680 1.915520 -0.238 -0.159 0.047
H 4.819577 -2.540027 2.543259 -0.156 0.080 -0.066
H 3.622858 -0.975947 -2.018987 -0.097 0.285 -0.010
H 4.877255 1.146079 -2.345748 -0.079 -0.265 0.490
H 6.052039 2.490158 -1.776824 0.275 0.320 0.023
H 6.470207 3.954735 -0.801629 0.083 -0.291 -0.263
H 2.889819 3.111233 1.696306 0.333 0.356 0.031
H 2.670674 4.929955 3.359961 0.201 0.019 -0.196
H 3.942699 7.055968 3.078565 -0.003 -0.216 -0.253
H 5.324350 7.401496 1.014251 -0.180 -0.173 0.117
H 5.461664 5.621707 -0.699801 -0.167 0.096 0.363
H 1.866544 3.296779 -0.182697 0.212 -0.318 0.003
H 0.570722 1.260738 0.060453 0.240 -0.038 -0.222
H 0.300765 -2.516177 1.842044 -0.125 0.227 -0.003
H -1.878430 -1.963329 2.862165 0.086 0.071 -0.208
C 2.097886 -5.828572 -1.180383 0.269 -0.249 0.539
C 1.285633 -4.734668 -1.754967 -0.383 0.933 -1.317
C 1.585819 -3.928512 -2.845904 -0.489 -0.342 0.732
C 0.521942 -3.040386 -3.189945 -0.534 -0.254 0.807
C -0.575013 -3.152617 -2.348006 1.012 -1.031 -0.553
C -1.909504 -2.618584 -2.543508 -0.847 0.230 -0.141
C -2.974547 -3.063590 -1.732859 0.338 0.330 -0.249
C -4.239515 -2.519639 -1.884456 -0.087 0.023 -0.176
C -5.330749 -2.979783 -0.950207 -0.637 -0.002 0.988
F -6.479368 -2.242766 -1.077533 0.998 -0.756 -0.003
F -5.664689 -4.288991 -1.124913 0.255 0.979 0.077
F -4.933889 -2.851499 0.368736 -0.391 -0.319 -1.315
C -4.491907 -1.561624 -2.864451 -0.007 -0.155 0.103
C -3.453002 -1.161328 -3.698069 -0.106 0.027 0.013
C -3.706492 -0.103935 -4.739033 -0.107 0.693 -0.560
F -2.968644 1.026883 -4.490320 -0.575 -0.927 -0.266
F -3.364804 -0.524915 -5.996455 -0.268 0.369 0.993
F -5.014931 0.283725 -4.781508 1.062 -0.311 -0.053
C -2.174231 -1.685108 -3.567378 0.040 -0.333 0.581
S -0.295298 -4.386064 -1.137277 0.603 0.388 -0.807
H 2.632586 -6.385170 -1.955307 -0.075 0.153 0.071
H 2.832196 -5.420057 -0.474993 -0.060 -0.208 -0.052
H 1.451353 -6.531959 -0.644655 0.238 0.054 -0.022
H 2.529646 -3.988083 -3.383323 -0.219 -0.024 0.112
H 0.527803 -2.366449 -4.040229 0.142 -0.131 0.119
H -2.806914 -3.831014 -0.975155 -0.041 0.300 -0.147
H -5.486840 -1.154151 -2.995274 0.136 -0.003 0.075
H -1.372075 -1.377196 -4.239773 -0.299 0.038 0.225
```
Positions in Å, forces in eV/Å.

## Properties
SMILES string: FC(F)(F)CN(c1ccccc1)c1ccc(C(B2OCCO2)c2ccc(N(CC(F)(F)F)c3ccccc3)cc2)cc1.Cc1ccc(-c2cc(C(F)(F)F)cc(C(F)(F)F)c2)s1
LUMO energy in eV: -0.1
HOMO-LUMO gap in Ha: 0.2551
Molecular weight in u: 894.63

Mulliken population analysis, charges in e, atoms 1 to 4: number 1, F, carries -0.31; number 2, C, carries 1.16; number 3, F, carries -0.26; number 4, F, carries -0.26


Entry from the OMol25 dataset: one molecule with the formula C2H10N4O2 in a non-equilibrium geometry (ωB97M-V with the def2-TZVPD basis set).

Geometry as XYZ:
```
18
Properties=species:S:1:pos:R:3:forces:R:3
N 0.502262 0.521240 1.777330 0.322 -0.431 -0.585
C 0.634059 -0.087573 0.435789 -0.255 0.906 1.968
N 0.826350 -1.511325 0.651561 0.177 -0.062 -0.160
O 1.685241 0.526671 -0.271806 0.011 0.064 0.031
C -0.708738 0.118540 -0.291524 0.978 -0.929 -1.703
N -1.080980 1.495801 -0.273618 -0.188 0.056 -0.028
N -0.361508 -0.344628 -1.716436 -0.711 0.542 0.795
O -1.713291 -0.643034 0.279725 -0.265 0.221 0.094
H 1.397177 0.909837 2.053473 -0.006 -0.069 -0.056
H -0.173276 1.278892 1.760961 0.115 -0.078 -0.221
H 1.345434 -1.915580 -0.119670 0.045 -0.049 0.086
H 1.351321 -1.644443 1.508054 -0.043 -0.029 -0.091
H 1.500832 0.396188 -1.215823 -0.116 -0.068 0.006
H -0.450703 2.051676 -0.837678 -0.113 -0.005 -0.019
H -2.042661 1.613596 -0.565246 0.044 0.031 -0.049
H -0.272719 -1.356108 -1.728955 -0.138 -0.012 0.108
H -1.156731 -0.120827 -2.307754 0.080 -0.041 -0.027
H -1.282069 -1.288924 0.861616 0.063 -0.046 -0.150
```
Positions in Å, forces in eV/Å.

## Properties
SMILES string: NC(N)(O)C(N)(N)O
LUMO energy in eV: 0.8
HOMO-LUMO gap in Ha: 0.3839
Molecular weight in u: 122.13

Mulliken population analysis, charges in e, atoms 1 to 4: number 1, N, carries -0.70; number 2, C, carries 0.52; number 3, N, carries -0.64; number 4, O, carries -0.61